DFT (the ωB97M-V functional and the def2-TZVPD basis) results for a structure of composition C15H12ClGaN2O4 at a distorted geometry.

Computed properties:
energy above the lowest of the compared OMol25 structures with the same formula, charge and spin: 602.2 kJ/mol
total charge: -2
lowest unoccupied orbital energy (alpha / beta): 4.62 / 4.62 eV
maximum force: 10.3 eV/A
E_HOMO (alpha / beta): 1.998 / 2.107 eV
spin multiplicity: 1

Positions of all 35 atoms, in Å:
1 Ga 0.000 0.000 0.000
2 Cl -1.782 -1.295 0.000
3 O 1.757 -0.257 0.731
4 O 2.786 -2.808 2.042
5 O 0.503 -1.548 0.000
6 O 0.395 1.788 -0.452
7 N -1.655 2.286 0.339
8 N -1.456 0.960 0.731
9 C -0.584 2.545 -0.348
10 C -0.324 6.264 -2.533
11 C 0.597 4.088 -2.019
12 C -1.356 6.036 -1.623
13 C 1.611 -2.113 2.282
14 C -0.436 3.838 -1.099
15 C -1.411 4.831 -0.915
16 C -0.355 -2.282 3.745
17 C 3.661 -2.287 1.053
18 C -0.654 0.834 1.750
19 C -0.110 -0.467 2.184
20 C 0.867 -2.768 3.296
21 C -0.847 -1.118 3.187
22 C 1.151 -0.912 1.663
23 C 0.653 5.290 -2.731
24 H 4.052 -1.304 1.334
25 H -0.283 7.194 -3.089
26 H -1.790 -0.694 3.515
27 H 1.353 3.321 -2.181
28 H 4.526 -2.958 1.008
29 H 1.272 -3.678 3.729
30 H -0.905 -2.799 4.520
31 H -2.124 6.784 -1.463
32 H 1.460 5.448 -3.439
33 H -2.221 4.648 -0.214
34 H -0.264 1.714 2.292
35 H 3.206 -2.306 0.058

Löwdin atomic charge list, values in e, 8 entries:
1 Ga -0.334
2 Cl 0.257
3 O -0.122
4 O -0.118
5 O -0.448
6 O 0.031
7 N 0.115
8 N -0.119

DFT (the ωB97M-V functional and the def2-TZVPD basis) results for a structure of composition C15H12ClN2O4S2V at a distorted geometry.

Computed properties:
total charge: -1
lowest unoccupied orbital energy (alpha / beta): 2.38 / 2.31 eV
maximum force: 2.2 eV/A
E_HOMO (alpha / beta): -3.659 / -3.815 eV
spin multiplicity: 4

Positions of all 37 atoms, in Å:
1 V -1.130 -0.581 0.665
2 Cl 4.749 -1.424 0.184
3 S -3.312 -0.700 0.003
4 S -1.082 1.619 -0.061
5 O -0.910 -1.113 2.535
6 O 0.574 -0.998 4.216
7 O 2.933 -1.049 4.450
8 O 4.802 -1.198 3.262
9 N 2.083 -1.071 -0.036
10 N 0.972 -0.972 0.723
11 C 2.730 -0.425 -3.657
12 C 1.362 -0.960 1.981
13 C -3.749 1.022 0.144
14 C 0.725 -1.385 -2.017
15 C -5.226 1.337 0.262
16 C 3.601 -1.105 3.310
17 C 2.755 -1.080 2.085
18 C 0.519 -1.286 -3.382
19 C 0.267 -1.009 3.025
20 C 3.177 -1.142 0.771
21 C 2.944 -0.509 -2.288
22 C 1.521 -0.811 -4.214
23 C 1.936 -0.997 -1.471
24 C -3.141 3.450 0.192
25 C -2.810 1.983 0.111
26 H -5.605 1.871 -0.614
27 H -5.802 0.418 0.361
28 H -0.443 -1.580 -3.782
29 H 1.949 -1.071 4.308
30 H 3.878 -0.161 -1.882
31 H -0.071 -1.772 -1.394
32 H -2.763 3.885 1.121
33 H -2.661 3.993 -0.627
34 H 3.521 -0.035 -4.284
35 H -5.440 1.954 1.138
36 H -4.213 3.635 0.140
37 H 1.358 -0.733 -5.280

Löwdin atomic charge list, values in e, 8 entries:
1 V 0.286
2 Cl 0.809
3 S 0.482
4 S 0.497
5 O -0.112
6 O 0.094
7 O 0.122
8 O 0.067

DFT (the ωB97M-V functional and the def2-TZVPD basis) results for an isolated molecule of C15H12ClN3 at a distorted geometry.

Computed properties:
energy above the lowest of the compared OMol25 structures with the same formula, charge and spin: 162.2 kJ/mol
SMILES: Clc1cccc(-c2cc[nH]c3nnc(C4CC4)c2-3)c1
lowest unoccupied orbital energy: -0.78 eV
maximum force: 4.4 eV/A
E_HOMO: -8.144 eV
spin multiplicity: 1

Positions of all 31 atoms, in Å:
1 Cl -0.617 -1.217 -4.850
2 N 1.239 2.231 2.718
3 N 2.934 2.254 0.986
4 N -0.016 1.725 2.808
5 C 1.196 0.305 -0.251
6 C 2.461 0.762 -0.794
7 C 0.487 -0.603 -2.343
8 C -0.217 -1.792 -0.395
9 C 3.348 1.631 -0.172
10 C -2.947 0.842 2.075
11 C 0.513 -0.736 -0.945
12 C -0.972 -2.452 -2.537
13 C -0.306 -1.430 -3.198
14 C -1.688 0.725 1.118
15 C 0.851 0.986 0.889
16 C -0.303 1.159 1.677
17 C -2.500 -0.501 1.544
18 C -0.935 -2.638 -1.207
19 C 1.708 1.858 1.572
20 H -3.129 -1.042 0.778
21 H 4.361 1.599 -0.559
22 H -1.927 -1.223 2.200
23 H -1.412 -3.253 -3.192
24 H -1.199 -3.598 -0.701
25 H -1.788 1.046 0.077
26 H 2.958 0.309 -1.649
27 H 0.942 0.258 -2.855
28 H 0.001 -2.104 0.596
29 H -2.768 0.956 3.251
30 H -3.884 1.246 1.729
31 H 3.611 2.699 1.634

Löwdin atomic charge list, values in e, 8 entries:
1 Cl 0.716
2 N 0.038
3 N 0.128
4 N 0.074
5 C -0.087
6 C -0.027
7 C -0.015
8 C -0.028

DFT (the ωB97M-V functional and the def2-TZVPD basis) results for a structure of composition C15H12IMoN2O3.

Computed properties:
energy above the lowest of the compared OMol25 structures with the same formula, charge and spin: 0.0 kJ/mol
total charge: +1
lowest unoccupied orbital energy (alpha / beta): -5.68 / -5.36 eV
maximum force: 0.6 eV/A
E_HOMO (alpha / beta): -11.905 / -11.977 eV
spin multiplicity: 3

Positions of all 34 atoms, in Å:
1 I -4.299 -0.482 0.160
2 Mo -1.709 -0.171 -0.029
3 O -1.333 0.984 -1.363
4 O -1.223 -1.318 1.379
5 O -1.976 2.736 -3.225
6 N 1.011 -1.022 1.075
7 N 0.462 -0.211 0.074
8 C 1.696 2.871 -3.409
9 C -0.323 1.618 -2.035
10 C 1.331 0.405 -0.649
11 C -0.672 2.533 -3.026
12 C -0.647 -3.753 4.690
13 C 0.999 1.329 -1.713
14 C 0.262 -2.461 2.883
15 C 0.640 -4.110 5.068
16 C 0.373 3.158 -3.712
17 C 2.022 1.964 -2.413
18 C 1.740 -3.645 4.355
19 C 0.069 -1.574 1.742
20 C 1.557 -2.819 3.264
21 C -0.841 -2.929 3.594
22 C -2.362 3.714 -4.196
23 H 2.740 -3.927 4.656
24 H 2.481 3.369 -3.960
25 H 0.789 -4.754 5.924
26 H -1.840 -2.646 3.294
27 H -3.446 3.741 -4.166
28 H -1.963 4.695 -3.935
29 H -2.029 3.420 -5.192
30 H 2.378 0.223 -0.426
31 H 3.055 1.749 -2.175
32 H -1.498 -4.115 5.249
33 H 2.404 -2.447 2.704
34 H 0.151 3.874 -4.490

Löwdin atomic charge list, values in e, 8 entries:
1 I 0.198
2 Mo 1.358
3 O -0.295
4 O -0.334
5 O -0.041
6 N 0.112
7 N -0.115
8 C -0.032